{
  "formula": "C48H158N12O25",
  "method": "the ωB97M-V functional and the def2-TZVPD basis",
  "e_above_lowest_ev": 3.137,
  "lumo_energy_ev": -0.629,
  "e_tot_ha": -4461.30791,
  "homo_lumo_gap_ev": 7.795,
  "elements": ["C", "C", "C", "O", "C", "N", "H", "H", "H", "H", "H", "H", "H", "H", "H", "H", "H", "C", "C", "C", "O", "C", "N", "H", "H", "H", "H", "H", "H", "H", "H", "H", "H", "H", "C", "C", "C", "O", "C", "N", "H", "H", "H", "H", "H", "H", "H", "H", "H", "H", "H", "C", "C", "C", "O", "C", "N", "H", "H", "H", "H", "H", "H", "H", "H", "H", "H", "H", "C", "C", "C", "O", "C", "N", "H", "H", "H", "H", "H", "H", "H", "H", "H", "H", "H", "C", "C", "C", "O", "C", "N", "H", "H", "H", "H", "H", "H", "H", "H", "H", "H", "H", "C", "C", "C", "O", "C", "N", "H", "H", "H", "H", "H", "H", "H", "H", "H", "H", "H", "C", "C", "C", "O", "C", "N", "H", "H", "H", "H", "H", "H", "H", "H", "H", "H", "H", "C", "C", "C", "O", "C", "N", "H", "H", "H", "H", "H", "H", "H", "H", "H", "H", "H", "C", "C", "C", "O", "C", "N", "H", "H", "H", "H", "H", "H", "H", "H", "H", "H", "H", "C", "C", "C", "O", "C", "N", "H", "H", "H", "H", "H", "H", "H", "H", "H", "H", "H", "C", "C", "C", "O", "C", "N", "H", "H", "H", "H", "H", "H", "H", "H", "H", "H", "H", "O", "H", "H", "O", "H", "H", "O", "H", "H", "O", "H", "H", "O", "H", "H", "O", "H", "H", "O", "H", "H", "O", "H", "H", "O", "H", "H", "O", "H", "H", "O", "H", "H", "O", "H", "H", "O", "H", "H"],
  "xyz": [[4.51330, 0.41515, 4.23952], [6.03541, 0.74786, 3.88383], [6.52733, 0.27313, 2.46613], [6.40604, -1.18710, 2.41841], [6.73426, -1.73575, 1.19946], [6.33822, 2.16512, 3.91826], [4.38432, 0.56495, 5.31145], [4.22521, -0.59673, 3.95456], [3.84609, 1.13146, 3.76012], [6.68553, 0.27655, 4.62093], [7.55435, 0.62531, 2.36964], [5.98317, 0.78157, 1.67021], [6.68884, -2.82451, 1.17407], [7.67256, -1.33586, 0.81501], [6.08155, -1.37978, 0.40236], [7.33156, 2.29602, 3.79080], [5.76284, 2.71850, 3.29954], [-6.57007, 1.86752, 0.56161], [-7.72566, 2.78883, 0.00472], [-7.41221, 4.25878, 0.14514], [-7.23526, 4.61696, 1.47300], [-6.88476, 5.93358, 1.84920], [-8.06593, 2.43980, -1.41539], [-6.32995, 2.12220, 1.59387], [-5.68132, 1.98131, -0.05910], [-6.94699, 0.84737, 0.63456], [-8.68784, 2.69612, 0.50841], [-8.28382, 4.85741, -0.11950], [-6.55679, 4.63055, -0.41889], [-6.98423, 6.09671, 2.92232], [-7.48654, 6.68626, 1.33985], [-5.87572, 6.11586, 1.47945], [-8.55386, 1.57634, -1.22445], [-8.68423, 3.15890, -1.76278], [3.55111, 2.91433, -2.73386], [3.79406, 3.76114, -1.46772], [2.54631, 4.01202, -0.58747], [1.58811, 4.83293, -1.19554], [0.23969, 4.57675, -0.77770], [4.72609, 2.95102, -0.67531], [4.39602, 2.90821, -3.42247], [2.73748, 3.20876, -3.39676], [3.36188, 1.88632, -2.42486], [4.36025, 4.63543, -1.78888], [2.89270, 4.43046, 0.35753], [2.07421, 3.05818, -0.35207], [0.26643, 4.96598, 0.24008], [-0.22054, 3.59262, -0.86592], [-0.60066, 5.15401, -1.16328], [5.42652, 2.65873, -1.34170], [4.21595, 2.08800, -0.55256], [2.41825, 3.66035, 3.83164], [1.34907, 4.71023, 3.59713], [0.06131, 4.00000, 3.28390], [-0.94973, 5.01793, 3.25901], [-2.21285, 4.57233, 2.74119], [1.22210, 5.45294, 4.86744], [2.14421, 2.86946, 4.52985], [3.38199, 4.10342, 4.08260], [2.67011, 3.18144, 2.88543], [1.53710, 5.38139, 2.75910], [-0.22891, 3.23039, 3.99915], [0.16803, 3.47430, 2.33503], [-2.16410, 4.15900, 1.73378], [-2.91697, 5.40250, 2.68531], [-2.60382, 3.73448, 3.31846], [0.35291, 5.96369, 4.80618], [0.93237, 4.74802, 5.53019], [-4.79539, -6.02207, -1.92169], [-4.90530, -4.61924, -1.36850], [-3.98636, -4.31993, -0.16745], [-4.20126, -5.31352, 0.86967], [-3.44155, -5.11161, 2.03151], [-4.72412, -3.67598, -2.45151], [-5.36395, -6.70465, -1.29007], [-3.76160, -6.35774, -2.00348], [-5.18123, -6.03224, -2.94106], [-5.96888, -4.52879, -1.14775], [-4.26496, -3.35149, 0.24801], [-2.98126, -4.33533, -0.58892], [-3.67375, -4.19936, 2.58104], [-2.37723, -5.13566, 1.79756], [-3.75592, -5.94925, 2.65411], [-3.79772, -3.33316, -2.66212], [-5.22390, -2.85821, -2.13281], [4.79188, -3.35389, -2.78882], [3.55170, -3.20344, -1.94671], [3.66985, -3.93803, -0.58613], [2.55871, -4.67806, -0.17653], [1.73445, -3.95205, 0.72932], [3.29593, -1.80662, -1.90574], [4.65109, -2.85987, -3.75019], [4.99667, -4.39612, -3.03360], [5.63616, -2.91288, -2.25892], [2.72078, -3.62307, -2.51379], [4.00265, -3.24324, 0.18497], [4.38428, -4.75819, -0.65705], [1.24326, -3.09185, 0.27445], [2.18186, -3.61508, 1.66439], [0.84797, -4.53073, 0.98890], [2.78443, -1.53093, -2.73185], [2.70881, -1.52919, -1.13217], [0.24204, 0.69031, -1.99255], [-0.42626, 0.29137, -0.65993], [0.51843, 0.38130, 0.56709], [1.68004, -0.47315, 0.53029], [2.69381, -0.23770, 1.49610], [-1.65030, 1.07835, -0.47885], [1.28914, 0.38802, -1.97484], [0.28454, 1.75127, -2.23884], [-0.30882, 0.24015, -2.81839], [-0.79328, -0.72496, -0.80297], [-0.07581, 0.25309, 1.47184], [0.82968, 1.41298, 0.73105], [3.63054, -0.72384, 1.22349], [2.27825, -0.61299, 2.43128], [2.93917, 0.76885, 1.83486], [-2.01960, 1.47210, -1.33248], [-1.56818, 1.85965, 0.15591], [-0.90625, 0.75749, -5.62178], [-0.72722, 1.98144, -6.54637], [-2.09156, 2.61157, -6.88639], [-2.96186, 1.72776, -7.48142], [-4.01765, 2.38951, -8.15454], [0.15844, 2.88661, -5.86556], [0.05689, 0.51945, -5.17032], [-1.42220, -0.06376, -6.11920], [-1.57091, 1.08461, -4.82221], [-0.35950, 1.47203, -7.43709], [-1.89881, 3.39068, -7.62392], [-2.46453, 2.96116, -5.92369], [-4.65763, 1.61067, -8.56917], [-3.90930, 3.09025, -8.98238], [-4.48071, 3.04417, -7.41623], [-0.42291, 3.40711, -5.22431], [0.34026, 3.67976, -6.46386], [-0.33104, -4.51395, -2.41626], [-0.25825, -4.00023, -3.81538], [-0.73362, -2.45178, -3.82702], [-2.12100, -2.17422, -3.74079], [-2.95485, -2.62812, -4.76854], [1.08950, -4.09705, -4.28092], [-0.09475, -5.57585, -2.34828], [-1.39966, -4.36034, -2.26607], [0.29055, -3.89829, -1.76611], [-0.93137, -4.56983, -4.45613], [-0.37538, -1.97902, -4.74149], [-0.07724, -1.87126, -3.17875], [-2.69806, -2.44372, -5.81168], [-3.90687, -2.12018, -4.61438], [-3.21891, -3.66405, -4.55589], [1.55608, -3.36739, -3.76131], [1.21640, -3.70682, -5.20381], [0.91223, -2.15731, 4.12646], [-0.20090, -3.11737, 4.54786], [0.24905, -4.54085, 4.61324], [0.92376, -4.93338, 3.36594], [1.71669, -6.15619, 3.52412], [-0.73681, -2.75254, 5.84154], [1.79632, -2.21873, 4.76105], [0.43523, -1.17926, 4.18968], [1.33116, -2.23097, 3.12288], [-1.02095, -3.02352, 3.83595], [-0.63934, -5.08828, 4.92818], [0.90482, -4.76751, 5.45389], [2.53984, -5.87332, 4.18027], [2.20237, -6.40933, 2.58171], [1.17127, -7.01252, 3.92073], [-0.09216, -2.70826, 6.61779], [-1.33532, -3.47412, 6.21731], [6.44524, -2.80772, 6.68985], [4.97037, -2.85593, 6.34016], [4.43723, -4.25248, 5.93470], [4.88698, -4.91509, 4.73851], [4.64421, -4.10814, 3.57546], [4.25458, -2.44393, 7.49087], [6.64060, -1.76449, 6.93804], [7.13406, -3.10740, 5.90002], [6.69504, -3.43077, 7.54863], [4.72622, -2.05156, 5.64627], [3.34780, -4.28757, 5.93705], [4.72150, -4.94249, 6.72918], [5.35013, -3.28051, 3.64481], [3.62385, -3.75083, 3.43652], [4.85200, -4.66155, 2.65968], [4.69299, -2.91611, 8.26865], [4.65230, -1.54137, 7.70837], [-4.53843, 0.78400, 5.33501], [-3.70848, -0.46333, 5.11621], [-3.13460, -0.52020, 3.63615], [-4.20488, -0.95062, 2.77927], [-3.92808, -0.68487, 1.40515], [-2.65177, -0.57950, 6.09405], [-5.23605, 0.91753, 4.50822], [-3.95593, 1.70510, 5.35450], [-5.05888, 0.84694, 6.29066], [-4.38903, -1.29270, 5.30881], [-2.37000, -1.28901, 3.52468], [-2.56790, 0.38319, 3.41067], [-3.83913, 0.37978, 1.18901], [-4.69774, -1.10914, 0.76038], [-3.04765, -1.16811, 0.98158], [-2.15685, -1.45349, 5.98787], [-3.02555, -0.51399, 7.03005], [-2.95067, 2.57093, -2.50523], [-2.71045, 3.30975, -3.06439], [-3.75523, 2.22753, -2.89380], [2.12574, -1.08065, -4.44864], [1.98626, -1.61164, -5.23275], [2.30771, -0.20234, -4.78283], [5.56337, -0.21444, -2.44655], [5.46007, -0.18922, -3.39783], [4.97140, -0.90960, -2.15922], [2.93185, 1.14919, -5.78509], [2.26626, 1.83648, -5.81437], [3.75847, 1.60927, -5.93091], [0.79441, 5.51937, -6.38365], [0.64913, 6.46394, -6.32963], [0.87344, 5.23623, -5.47271], [1.50474, -2.37837, -6.65245], [0.63606, -2.50968, -7.03243], [1.94654, -3.21973, -6.76718], [-6.06194, -0.70597, -2.33153], [-6.19326, 0.22076, -2.53193], [-5.18654, -0.74653, -1.94648], [2.35609, 5.68914, -3.98613], [3.26839, 5.50309, -4.20821], [2.16282, 5.10289, -3.25457], [5.24412, 3.99759, 2.02774], [4.86422, 3.75959, 1.18200], [6.07527, 4.41827, 1.80762], [-3.39849, -0.85645, -1.62947], [-2.82515, -0.18686, -1.25642], [-2.88928, -1.23675, -2.34523], [-1.69221, 5.01681, -4.36899], [-1.84451, 5.67331, -3.68925], [-2.43405, 5.11314, -4.96618], [-3.88515, 5.09957, -0.22307], [-3.89307, 4.31203, -0.76709], [-4.54656, 5.66922, -0.61584], [-5.50563, 2.11912, -2.90421], [-5.47075, 2.91249, -3.43860], [-6.16330, 2.30914, -2.23517]],
  "forces_ev_per_a": [[1.7, 0.8, -0.3], [-0.5, -0.3, -1.3], [-0.9, -1.5, 1.6], [-0.1, 1.5, 0.9], [0.1, 0.6, -1.7], [-0.5, -0.2, 1.3], [0.0, -0.1, 0.0], [0.2, 0.0, 0.0], [0.1, 0.0, -0.2], [-0.1, -0.3, 0.0], [0.4, -0.5, -0.1], [-0.5, -0.2, -0.2], [0.2, 0.1, 0.5], [0.7, -0.5, 0.3], [-0.8, 0.0, -0.2], [-0.1, 0.3, -0.2], [0.3, 0.1, -0.2], [-1.7, 0.8, 0.0], [0.6, 0.0, 0.2], [-0.3, 1.7, 0.0], [0.1, -1.0, 2.5], [0.2, -0.1, -1.5], [1.5, 0.1, 1.2], [0.0, 0.4, -0.1], [0.0, -0.3, 0.0], [0.3, -0.2, -0.5], [0.3, -0.4, 0.9], [-0.3, 0.0, -1.1], [0.3, -0.3, -0.6], [0.1, -0.5, -0.1], [-0.5, 0.1, -0.1], [0.4, 0.2, 0.4], [-0.4, -0.2, -1.1], [-0.4, -0.2, -0.2], [-0.9, 0.2, -0.4], [-0.1, -0.8, -1.0], [0.6, -0.3, -0.2], [-1.1, 0.0, -1.9], [-0.1, 0.9, 1.7], [-0.3, 0.3, 0.4], [0.5, 0.0, 0.4], [-0.4, 0.1, 0.3], [0.0, -0.1, -0.2], [-0.5, 0.6, 0.4], [-0.1, 0.3, 0.2], [0.2, -0.4, 0.0], [-0.6, -0.7, 0.6], [1.1, -0.7, 0.1], [0.9, 0.9, -1.2], [0.6, -0.1, 0.2], [0.0, -0.6, 0.5], [1.0, 0.1, -1.3], [-0.1, -0.8, 1.6], [-1.0, 0.6, -0.4], [-0.7, -0.6, -0.9], [0.5, -0.3, 0.0], [-0.3, 0.2, -0.5], [-0.2, 0.3, 0.2], [-0.2, 0.1, 0.5], [-0.2, -0.4, -0.2], [0.4, 0.1, 0.2], [0.2, -0.1, 0.5], [-0.2, 0.1, -0.6], [0.5, 0.2, -0.4], [0.2, 0.0, 0.3], [-0.2, 0.1, 0.5], [-0.1, 0.7, -0.2], [0.4, -0.4, 0.6], [0.4, -0.4, 0.1], [0.0, -0.5, -0.3], [-1.5, -1.0, 0.3], [0.1, 0.9, -1.3], [-0.3, -0.5, 0.0], [-0.6, 1.0, 0.0], [0.2, -0.2, -0.1], [0.2, -0.1, 0.2], [-0.3, 0.0, 0.1], [0.0, 0.3, 0.7], [0.4, 0.3, -0.1], [0.5, 0.0, 0.5], [-0.1, 0.4, -0.2], [0.2, -0.1, 0.2], [0.5, 0.0, 0.3], [0.4, -0.5, 0.5], [-0.1, 0.4, -0.5], [0.3, -0.8, -0.2], [-0.4, -1.4, -0.4], [0.7, -0.4, -0.8], [-1.3, 0.7, 1.1], [-1.5, 0.0, -0.5], [-0.2, 1.8, 1.3], [0.1, 0.3, 0.1], [0.1, -0.1, 0.2], [0.2, -0.1, -0.2], [0.2, -1.0, 0.4], [0.1, 0.2, 0.2], [0.7, 0.5, -0.4], [0.5, 0.5, -0.4], [0.6, -0.3, -0.1], [0.4, -0.6, 0.1], [0.1, 0.2, -0.4], [-0.1, 0.0, 0.4], [0.5, -0.2, 0.3], [0.5, 0.6, -0.8], [0.0, 0.4, 0.4], [-0.6, 0.9, -1.2], [-0.9, -0.3, 1.2], [-0.1, 0.0, 1.0], [0.0, -0.5, -0.4], [-0.3, 0.3, 0.5], [0.3, -0.2, -0.1], [0.5, -0.4, 0.3], [-0.2, -0.8, 0.3], [0.4, 0.5, -0.6], [-0.3, -0.2, -0.2], [0.5, -0.6, 0.3], [-0.3, 0.8, -1.1], [0.4, 0.2, -0.3], [0.2, 0.0, 0.3], [-0.8, 1.0, 0.2], [-1.1, -2.5, 0.2], [1.8, 0.2, -0.2], [-0.4, -0.6, -1.3], [-0.9, -0.3, 0.7], [0.3, 0.8, -0.7], [-0.1, -0.4, -0.2], [0.3, -0.1, 0.0], [-0.1, -0.2, 0.5], [0.7, 1.0, -0.5], [0.0, 0.8, 0.4], [-0.5, 0.5, 0.1], [-0.3, 0.1, 0.5], [1.6, -0.1, -0.4], [-0.8, -0.3, 0.2], [-0.2, -0.3, 1.0], [0.5, -0.1, -0.8], [-1.0, 0.0, -0.4], [-0.9, 1.7, -0.4], [0.9, -1.3, -1.8], [1.0, 0.7, 1.1], [-1.4, -0.4, 0.4], [1.0, 0.4, -0.4], [0.1, 0.1, 0.1], [-0.1, -0.2, 1.2], [-0.1, -0.2, 0.2], [0.0, -0.1, -0.1], [-0.1, -0.4, -0.8], [-0.8, -0.1, 1.1], [0.8, 0.0, 0.1], [0.0, 0.2, 0.0], [0.3, -0.3, -0.7], [0.6, -0.1, 0.4], [-0.6, -0.4, -0.1], [-0.4, 0.5, 0.1], [1.2, 0.0, -0.3], [1.0, -1.1, -1.0], [-1.0, -1.1, 1.4], [0.2, 1.6, 0.2], [-0.5, 0.0, 1.0], [-0.2, 0.1, 0.5], [0.4, 0.4, 0.2], [-0.6, -0.6, -0.1], [0.0, -0.1, -0.2], [-0.3, -0.9, -0.9], [0.6, 0.6, 0.1], [0.1, -0.4, 0.4], [-0.5, 0.1, -0.2], [-0.2, 0.1, 0.0], [1.0, 0.5, -0.4], [-0.6, -0.4, -0.5], [0.6, 0.0, -0.8], [0.5, -0.7, -1.3], [0.2, -0.7, -0.2], [-0.4, 0.9, -0.1], [0.9, 0.0, 0.2], [-0.7, 0.4, 2.0], [0.4, 0.0, 0.1], [-0.1, 0.1, -0.2], [-0.2, -0.1, 0.2], [0.2, -0.5, -0.8], [-0.3, 0.6, -0.1], [0.2, 0.0, 0.2], [-0.2, 0.4, -0.4], [-0.3, 0.1, 0.6], [0.3, -0.4, 0.3], [-0.4, -0.9, 0.5], [-0.5, 0.8, -0.1], [0.1, 1.0, -0.3], [0.0, -0.1, -0.5], [-0.7, -1.5, 1.4], [0.6, 1.1, -0.5], [-0.3, -0.2, -0.3], [0.5, 0.9, -0.1], [-0.3, -0.2, 0.1], [0.6, 0.0, -0.2], [-0.2, -0.6, 0.0], [-0.3, -0.4, -0.9], [0.2, -0.3, 0.5], [-0.7, 0.7, -0.5], [0.0, 0.2, 0.2], [-0.5, 0.2, 0.4], [0.6, -0.1, 0.6], [0.3, 0.0, 0.1], [0.0, 0.0, 0.1], [0.7, 0.5, 0.1], [0.5, 0.3, -0.3], [-0.7, -0.6, 0.2], [-0.1, -0.2, 1.0], [-0.2, -0.1, -0.4], [0.4, 0.5, -0.2], [1.1, 1.0, -0.1], [0.0, 0.0, -0.2], [-1.1, -0.5, 0.3], [0.2, -0.1, -0.1], [-0.8, 0.5, 0.0], [0.3, 0.0, 0.0], [-0.2, 0.2, -0.7], [0.0, 0.2, 0.0], [0.4, 0.2, 0.5], [0.1, 0.0, -0.7], [-0.4, 0.1, -0.1], [0.4, -0.2, -0.3], [-0.9, -0.3, 0.0], [0.0, 0.1, -0.2], [0.8, 0.1, 0.2], [-0.2, 0.2, -0.3], [0.2, 0.0, -0.2], [-0.2, 0.0, 0.7], [-0.2, 0.5, 0.7], [0.0, -0.4, -0.9], [0.2, 0.1, -0.1], [-0.5, -0.2, 0.2], [0.1, 0.5, 0.7], [0.2, -0.5, -0.7], [0.0, -0.3, 0.2], [0.1, 0.3, 0.3], [-0.2, 0.1, -0.4], [0.2, 0.2, 0.2], [0.1, -0.5, -0.2], [-0.2, 0.2, -0.1], [0.5, -0.1, -0.7], [-0.3, 0.2, -0.3], [-1.0, 0.1, 0.6]]
}